# 1
This record from the Open Molecules 2025 dataset describes a structure of composition C29H41AsGe2N3S3SeW at a distorted geometry. The level of theory is ωB97M-V with the def2-TZVPD basis set.

Geometry (Å):
W: -0.345 0.149 0.637
C: -0.345 5.064 -2.803
Ge: -0.676 3.207 -3.085
C: 0.211 2.307 -4.527
C: -2.483 2.628 -2.710
Ge: 0.426 1.902 -0.950
C: 2.149 2.702 -1.195
C: 2.391 4.047 -0.879
C: 3.656 4.576 -1.070
C: 4.665 3.784 -1.613
C: 4.417 2.462 -1.968
C: 3.154 1.923 -1.788
C: -0.448 2.541 0.765
C: -1.738 2.061 1.004
C: -2.592 2.608 1.950
C: -2.114 3.671 2.699
C: -0.792 4.113 2.557
C: 0.053 3.531 1.631
H: -0.930 5.584 -3.569
H: 0.706 5.306 -2.941
H: -0.692 5.393 -1.825
H: -0.416 2.421 -5.416
H: 0.339 1.245 -4.320
H: 1.182 2.757 -4.725
H: -3.113 2.945 -3.547
H: -2.860 3.104 -1.805
H: -2.536 1.545 -2.615
H: 1.605 4.682 -0.490
H: 3.857 5.607 -0.811
H: 5.645 4.210 -1.784
H: 5.207 1.862 -2.399
H: 2.962 0.902 -2.100
H: -2.145 1.257 0.340
H: -3.601 2.239 2.082
H: -2.762 4.153 3.421
H: -0.431 4.927 3.173
H: 1.071 3.886 1.531
S: 1.858 -0.764 0.444
C: 2.155 -2.365 1.113
N: 3.288 -2.931 0.821
C: 3.601 -4.228 1.454
C: 2.285 -4.730 2.068
S: 1.150 -3.291 2.139
H: 3.973 -2.461 0.240
H: 4.378 -4.076 2.201
H: 3.977 -4.910 0.695
H: 2.426 -5.095 3.081
H: 1.814 -5.505 1.469
C: -2.160 -1.174 -3.801
N: -3.157 -1.285 -2.730
C: -2.952 -1.370 -1.417
Se: -1.273 -1.710 -0.615
N: -4.131 -1.476 -0.798
C: -5.162 -1.444 -1.742
C: -6.547 -1.519 -1.614
C: -7.258 -1.467 -2.791
C: -6.624 -1.339 -4.046
C: -5.255 -1.258 -4.165
C: -4.539 -1.317 -2.970
H: -1.164 -1.248 -3.377
H: -2.286 -0.219 -4.307
H: -2.313 -1.984 -4.510
H: -4.243 -1.621 0.193
H: -7.038 -1.622 -0.656
H: -8.337 -1.531 -2.757
H: -7.233 -1.309 -4.939
H: -4.775 -1.166 -5.130
C: -2.232 1.512 5.328
As: -1.509 -0.165 4.793
C: -2.914 -1.428 4.584
C: -0.305 -0.762 6.139
S: -0.235 -0.139 3.003
H: -2.638 1.372 6.331
H: -3.025 1.810 4.650
H: -1.432 2.248 5.355
H: -3.372 -1.567 5.565
H: -2.495 -2.369 4.236
H: -3.652 -1.044 3.885
H: -0.907 -1.025 7.009
H: 0.383 0.043 6.386
H: 0.239 -1.632 5.779

Calculated values
- Net charge: +4
- Spin multiplicity: 2
- <S²>: 1.23
- DFT total energy: -308718.7899 eV

***

# 2
This record from the Open Molecules 2025 dataset describes a structure of composition C39H42B2Cl3N13O7PbSSe. The level of theory is ωB97M-V with the def2-TZVPD basis set.

Geometry (Å):
Pb: 0.019 0.254 -0.075
C: -2.002 3.742 0.829
C: -1.152 3.202 1.934
C: -0.884 3.809 3.168
C: -0.100 2.905 3.837
N: 0.103 1.833 3.039
N: -0.568 2.015 1.866
B: 0.748 0.480 3.503
N: -0.268 -0.684 3.347
C: -0.700 -1.587 4.243
C: -1.623 -2.399 3.629
C: -1.708 -1.917 2.319
C: -2.591 -2.428 1.227
N: -0.888 -0.884 2.148
N: 2.038 0.099 2.714
C: 3.154 -0.448 3.230
C: 4.017 -0.737 2.205
C: 3.344 -0.346 1.041
C: 3.889 -0.430 -0.346
N: 2.137 0.133 1.353
N: 1.201 0.715 4.955
C: 2.242 1.509 5.303
C: 2.227 1.661 6.665
C: 1.106 0.913 7.087
C: 0.601 0.699 8.480
N: 0.491 0.361 6.057
H: -2.856 4.272 1.252
H: -1.449 4.446 0.203
H: -2.374 2.946 0.185
H: -1.236 4.763 3.523
H: 0.303 2.953 4.833
H: -0.342 -1.562 5.256
H: -2.166 -3.221 4.063
H: -3.489 -2.869 1.659
H: -2.905 -1.622 0.562
H: -2.095 -3.190 0.624
H: 3.260 -0.600 4.289
H: 4.999 -1.173 2.271
H: 4.602 -1.253 -0.401
H: 3.112 -0.596 -1.085
H: 4.397 0.497 -0.609
H: 2.901 1.921 4.557
H: 2.915 2.224 7.271
H: 1.130 1.340 9.184
H: -0.464 0.923 8.544
H: 0.741 -0.335 8.796
Cl: 1.291 2.063 -4.880
C: 2.654 1.570 -3.840
Cl: 3.978 2.719 -4.051
Cl: 3.213 -0.052 -4.318
C: 2.147 1.505 -2.358
O: 2.665 2.232 -1.528
O: 1.208 0.675 -2.217
C: -3.503 -3.780 -2.217
C: -2.350 -3.056 -2.889
C: -1.566 -4.004 -3.776
O: -1.458 -2.612 -1.807
B: -1.630 -1.285 -1.676
O: -2.484 -0.686 -2.533
C: -2.759 -1.698 -3.578
C: -4.223 -1.590 -3.943
C: -1.878 -1.322 -4.756
H: -3.099 -4.614 -1.642
H: -4.197 -4.181 -2.956
H: -4.051 -3.126 -1.536
H: -1.285 -4.902 -3.224
H: -0.651 -3.550 -4.149
H: -2.168 -4.317 -4.631
H: -4.868 -1.706 -3.074
H: -4.485 -2.353 -4.678
H: -4.414 -0.612 -4.387
H: -0.823 -1.321 -4.482
H: -2.136 -0.314 -5.085
H: -2.022 -2.011 -5.588
O: -0.479 -6.809 -4.963
S: -0.096 -8.083 -4.386
O: 0.601 -8.977 -5.284
O: -1.114 -8.706 -3.556
C: 1.145 -7.642 -3.134
N: 1.958 -8.603 -2.675
C: 2.785 -8.261 -1.698
C: 2.831 -6.989 -1.147
C: 1.971 -6.071 -1.714
N: 1.145 -6.381 -2.707
C: 1.844 -4.657 -1.273
C: 1.795 -4.282 0.063
C: 1.419 -2.987 0.373
N: 1.111 -2.084 -0.559
C: 1.270 -2.421 -1.842
C: 1.628 -3.688 -2.241
H: 3.446 -9.042 -1.333
H: 3.506 -6.733 -0.341
H: 1.947 -5.006 0.852
H: 1.279 -2.679 1.404
H: 1.071 -1.646 -2.572
H: 1.654 -3.956 -3.288
Se: -2.974 2.218 -3.131
N: -1.494 2.333 -2.137
C: -0.957 3.503 -2.419
C: 0.230 4.019 -1.792
C: 0.697 5.222 -2.182
C: 0.028 6.009 -3.191
C: -1.110 5.590 -3.779
C: -1.655 4.313 -3.396
N: -2.772 3.810 -3.879
H: 0.747 3.438 -1.042
H: 1.606 5.604 -1.735
H: 0.457 6.963 -3.472
H: -1.625 6.177 -4.527

Calculated values
- Net charge: -1
- Spin multiplicity: 2
- <S²>: 0.76
- DFT total energy: -195185.1614 eV

***

# 3
This record from the Open Molecules 2025 dataset describes a structure of composition C6H10O at a distorted geometry. The level of theory is ωB97M-V with the def2-TZVPD basis set.

Geometry (Å):
O: 1.544 -1.191 1.209
C: 2.116 -0.177 0.801
C: 1.760 0.602 -0.399
C: 0.780 -0.203 -1.289
C: -0.443 -0.571 -0.464
C: -1.348 0.353 -0.094
C: -2.590 0.059 0.690
H: 3.054 0.199 1.279
H: 2.531 1.198 -0.890
H: 1.283 0.775 0.675
H: 1.252 -1.107 -1.663
H: 0.421 0.381 -2.161
H: -0.579 -1.599 -0.189
H: -1.121 1.405 -0.286
H: -2.540 0.552 1.664
H: -3.513 0.318 0.172
H: -2.608 -0.993 0.946

Calculated values
- Net charge: 0
- Spin multiplicity: 1
- DFT total energy: -8428.3720 eV